The following is a quantum chemistry calculation of a 3-piece molecular cluster, C34H54Br2N5O11S overall in a non-equilibrium geometry, from the OMol25 dataset.

Geometry (Å):
C (4.94355, -0.08690, -1.70327)
C (4.34082, -1.32814, -1.33735)
C (3.47709, -1.47064, 0.00378)
C (3.81794, -2.75404, 0.89725)
C (4.20340, -4.09952, 0.12967)
C (5.58431, -4.64483, 0.78871)
O (5.66452, -5.65006, 1.51049)
Br (7.31242, -3.65940, 0.47902)
N (2.75258, -3.11311, 1.90167)
O (2.72441, -2.20775, 2.94001)
C (3.57395, -2.63631, 4.04621)
C (2.89962, -2.52290, 5.49311)
C (2.14953, -1.13365, 5.78215)
C (1.41099, -3.12374, 1.31490)
N (0.36234, -3.66010, 1.94714)
C (-1.03348, -3.60943, 1.36543)
C (-1.62779, -2.08735, 1.43409)
C (-2.89711, -1.87744, 0.48574)
O (-3.19136, -2.59137, -0.50388)
N (-3.81355, -0.76835, 0.87247)
C (-3.20177, 0.56621, 0.70870)
C (-2.11431, 1.19819, 1.60697)
C (-1.50104, 2.61963, 1.39491)
C (-2.00699, 3.50966, 0.20517)
C (-3.12815, 2.89418, -0.67078)
C (-3.73126, 1.46805, -0.46561)
C (0.46300, -4.34353, 3.27698)
Br (-0.07349, -6.28529, 3.16459)
C (-0.45020, -3.58079, 4.40531)
C (-1.74228, -4.40733, 4.86642)
N (1.12572, -2.52748, 0.00821)
S (1.11324, -3.64365, -1.29056)
C (-0.46353, -3.58873, -2.31844)
O (1.11286, -5.03621, -0.66609)
O (2.24943, -3.55468, -2.26247)
C (1.87377, -1.26178, -0.23915)
C (1.53220, -0.51178, -1.60639)
C (-0.03187, -0.19593, -1.82350)
N (-0.58816, 0.78757, -1.14618)
H (4.80866, 0.76831, -0.94222)
H (5.47063, 0.06849, -2.70674)
H (4.49147, -2.18937, -2.07619)
H (3.79056, -0.55565, 0.64052)
H (4.73734, -2.46199, 1.53484)
H (3.42160, -4.89570, 0.40737)
H (4.40774, -4.01791, -0.98173)
H (4.54578, -2.03962, 4.05635)
H (3.84481, -3.74139, 3.83875)
H (3.76654, -2.58747, 6.25501)
H (2.26896, -3.45780, 5.66539)
H (1.01511, -1.19885, 5.71650)
H (2.38918, -0.84831, 6.87521)
H (2.60706, -0.29843, 5.14325)
H (-1.75871, -4.22289, 2.02028)
H (-1.09993, -4.06583, 0.32600)
H (-0.80196, -1.30084, 1.25619)
H (-2.00360, -1.87445, 2.50610)
H (-4.70518, -0.85399, 0.36484)
H (-1.67588, 0.59956, 2.48837)
H (-0.67511, 3.04307, 2.05756)
H (-1.57937, 4.55520, -0.01372)
H (-3.54504, 3.52102, -1.52306)
H (-4.55109, 1.05812, -1.13444)
H (1.51359, -4.36611, 3.70722)
H (-0.68412, -2.49407, 4.09036)
H (0.20834, -3.46948, 5.34854)
H (-2.37117, -3.68440, 5.51604)
H (-2.42949, -4.74494, 4.02435)
H (-1.49707, -5.28800, 5.56406)
H (-0.14345, -3.42249, -3.41502)
H (-1.17472, -2.77718, -1.95650)
H (-0.93477, -4.64109, -2.30581)
H (1.52264, -0.54015, 0.59669)
H (1.92603, -1.00624, -2.55182)
H (2.05715, 0.51585, -1.54443)
H (-0.64860, -0.77512, -2.58273)
H (0.09366, 1.25034, -0.51199)
C (-6.36057, 0.54974, -6.46047)
C (-6.73071, 0.76505, -5.00474)
O (-6.02607, 1.88669, -4.45532)
C (-6.50805, 3.09348, -4.79076)
O (-7.46421, 3.30985, -5.49215)
O (-5.72000, 4.01935, -4.22227)
C (-6.05398, 5.36125, -4.57567)
H (-5.27657, 0.46846, -6.57304)
H (-6.82814, -0.35785, -6.84731)
H (-6.68242, 1.39110, -7.07827)
H (-6.43148, -0.10952, -4.42239)
H (-7.80987, 0.88482, -4.87573)
H (-7.10819, 5.57215, -4.38574)
H (-5.80811, 5.54088, -5.62432)
H (-5.45202, 6.02982, -3.95878)
C (2.85617, 9.17193, -0.86400)
C (1.91124, 8.40998, 0.04642)
O (1.40381, 7.23626, -0.60468)
C (2.24689, 6.19410, -0.65681)
O (3.36465, 6.15834, -0.20460)
O (1.63524, 5.19829, -1.32460)
C (2.45659, 4.05720, -1.53735)
H (2.37513, 9.38995, -1.82057)
H (3.16694, 10.10965, -0.39948)
H (3.75115, 8.58548, -1.08425)
H (1.04816, 9.03755, 0.27888)
H (2.38660, 8.15068, 0.99637)
H (2.88508, 3.69629, -0.59934)
H (3.24452, 4.29182, -2.25620)
H (1.82934, 3.26569, -1.95169)

Atomic forces in eV per Å
-1.883 -2.534 1.545
1.506 2.408 -0.999
0.533 1.325 -0.480
1.259 0.081 -0.464
1.154 -0.612 0.991
-0.446 -3.375 2.216
-0.622 4.003 -2.877
-1.322 -0.207 -0.073
-2.006 0.383 -2.651
-0.008 0.725 1.736
1.069 -1.245 1.158
0.503 0.115 -0.138
0.664 -0.111 0.911
-0.714 -0.657 0.023
0.883 0.041 -0.247
-1.930 0.878 0.013
-0.003 0.022 0.533
-1.356 -0.197 -1.822
1.325 1.726 3.425
2.623 -0.340 -0.511
0.778 4.648 -1.249
-0.336 1.259 -1.474
-2.809 -0.800 -3.095
-1.561 -4.173 1.017
0.803 -1.677 2.076
3.007 1.332 2.769
0.042 0.439 1.811
0.666 1.289 -0.420
0.154 -0.468 0.527
-0.685 1.087 0.908
1.048 -0.867 0.532
1.680 -6.555 -2.355
-0.392 0.318 -0.728
-0.582 4.163 -0.489
-2.459 1.485 2.453
1.010 1.528 0.530
-0.600 0.398 -0.708
0.328 2.056 2.076
1.323 -2.576 -1.848
0.464 -1.184 -1.567
-0.787 -0.280 1.815
-0.577 1.212 1.384
-0.541 -1.439 -1.012
-1.574 -0.403 -0.957
1.292 1.049 -0.848
-0.617 0.044 1.467
-1.345 -0.565 -0.290
-0.319 1.723 0.384
-1.255 -0.075 -1.395
0.606 1.417 -0.096
1.558 0.198 -0.286
-0.503 -0.408 -1.722
-0.966 -1.219 0.764
1.694 0.737 -0.937
0.392 0.729 1.420
-1.461 -1.182 -0.133
0.565 -0.455 -1.735
0.801 0.100 0.047
-0.935 1.009 -1.500
-1.387 -0.944 -0.842
-0.806 -1.940 0.436
0.605 -1.019 1.236
1.218 0.775 0.859
-1.277 0.086 -1.316
0.279 -1.888 0.246
-0.957 -0.242 -1.645
0.964 -1.095 -1.025
1.070 0.361 1.054
-0.190 1.319 -1.382
-0.220 0.050 1.943
0.865 -1.272 -0.405
0.917 1.703 0.561
0.399 -1.236 -1.263
-0.247 0.324 1.492
-0.784 -1.706 -0.004
0.844 0.835 1.029
-0.402 -0.379 -0.454
0.044 0.263 -0.175
-0.218 -0.470 -0.400
-0.116 0.265 0.215
0.084 -0.060 -0.149
0.337 -0.073 0.332
-0.183 -0.284 -0.009
-0.050 0.523 -0.050
-0.064 -0.130 0.086
0.035 0.034 0.066
-0.089 -0.099 0.104
0.136 0.284 0.139
0.143 0.200 -0.050
0.097 -0.127 -0.147
-0.180 -0.030 0.063
0.048 -0.306 0.021
0.186 -0.202 -0.203
0.305 0.676 0.167
0.089 -0.658 0.064
-0.033 0.486 -0.080
-0.440 -0.168 -0.123
0.000 0.209 0.258
0.157 -0.417 -0.087
-0.074 0.091 0.139
-0.073 -0.057 -0.011
-0.057 0.051 0.146
-0.102 -0.322 -0.142
0.016 -0.164 -0.198
0.097 0.187 -0.082
0.041 -0.039 0.186
-0.162 0.283 -0.022

Properties
total charge	+1
spin multiplicity	1
Kohn-Sham gap	6.2368	eV